{
  "formula": "C13H10B3Cl44NO2",
  "method": "ωB97M-V with the def2-TZVPD basis set",
  "elements": ["C", "C", "B", "O", "B", "B", "N", "O", "H", "H", "H", "H", "H", "H", "H", "H", "H", "H", "C", "Cl", "Cl", "Cl", "Cl", "C", "Cl", "Cl", "Cl", "Cl", "C", "Cl", "Cl", "Cl", "Cl", "C", "Cl", "Cl", "Cl", "Cl", "C", "Cl", "Cl", "Cl", "Cl", "C", "Cl", "Cl", "Cl", "Cl", "C", "Cl", "Cl", "Cl", "Cl", "C", "Cl", "Cl", "Cl", "Cl", "C", "Cl", "Cl", "Cl", "Cl", "C", "Cl", "Cl", "Cl", "Cl", "C", "Cl", "Cl", "Cl", "Cl"],
  "positions_angstrom": [[-1.88058, -0.13369, 1.24995], [-1.49531, -1.69030, 1.26501], [-2.57550, -2.38116, 0.26186], [-3.71180, -3.12287, 0.74194], [-2.35247, -2.14754, -1.37934], [-0.87612, -2.28950, -2.15593], [-0.43262, -1.07290, -2.92551], [-0.02656, -3.44984, -2.21479], [-1.32417, 0.43190, 2.03097], [-1.69594, 0.32504, 0.23914], [-2.99373, -0.10553, 1.41935], [-1.61175, -2.09198, 2.31115], [-0.44459, -1.84788, 0.94939], [-4.46895, -2.53110, 0.57381], [-3.26528, -1.82485, -2.08106], [-1.30901, -0.61531, -3.20178], [0.06523, -0.41664, -2.31615], [0.47516, -3.68987, -1.39313], [1.87813, 2.30367, -3.66279], [1.68538, 1.58706, -2.04922], [3.51664, 2.95940, -3.81786], [1.61550, 1.06117, -4.89741], [0.69487, 3.60781, -3.87451], [2.37168, -4.57734, 1.29612], [2.14706, -3.77186, 2.85783], [1.04539, -4.12029, 0.20090], [3.91512, -4.06858, 0.59180], [2.35414, -6.33917, 1.53349], [5.50276, -7.27875, -1.91295], [5.54024, -8.93797, -2.53871], [5.11814, -6.15742, -3.23140], [4.26548, -7.14824, -0.64921], [7.08784, -6.86787, -1.23083], [-7.23046, -0.37358, -0.84099], [-6.67698, 1.01089, -1.79778], [-8.04084, 0.20354, 0.62700], [-8.36382, -1.34151, -1.79910], [-5.83300, -1.37456, -0.39006], [-7.28541, 4.99741, -0.92546], [-8.70635, 5.96990, -0.50199], [-7.29245, 4.66826, -2.66876], [-5.81150, 5.88615, -0.49807], [-7.33027, 3.46419, -0.03790], [-11.09361, -0.36690, 3.34101], [-9.69181, 0.72015, 3.30752], [-10.67549, -1.83875, 4.23464], [-12.45244, 0.44567, 4.13870], [-11.55065, -0.79248, 1.68149], [6.07122, 4.22894, -1.15268], [7.07308, 5.51134, -0.45293], [6.63269, 3.87868, -2.80347], [6.20664, 2.76405, -0.15505], [4.37616, 4.75715, -1.19997], [3.70245, 4.57878, 3.06396], [5.00642, 5.66742, 2.55730], [2.23389, 5.52124, 3.38008], [3.38441, 3.40244, 1.77670], [4.18600, 3.72371, 4.54037], [11.00173, 6.41499, -0.24202], [10.06040, 5.26727, -1.20868], [12.38716, 5.58054, 0.48499], [11.58158, 7.72913, -1.28169], [9.97577, 7.08575, 1.04143], [-9.16458, -5.57093, 4.77470], [-8.30943, -4.76475, 3.44597], [-9.01284, -4.59979, 6.25209], [-10.88007, -5.74660, 4.35572], [-8.45626, -7.17328, 5.04649], [10.21340, 1.38344, -2.35854], [8.58197, 1.75729, -1.77227], [11.35875, 1.45463, -1.00638], [10.23128, -0.24373, -3.06416], [10.68205, 2.56811, -3.59323]],
  "gap_ev": 8.499,
  "charge": 0
}

***

{
  "formula": "C13H10Cl3N2S",
  "method": "ωB97M-V with the def2-TZVPD basis set",
  "elements": ["C", "C", "Cl", "C", "Cl", "C", "C", "C", "C", "C", "C", "C", "C", "Cl", "C", "N", "N", "C", "S", "H", "H", "H", "H", "H", "H", "H", "H", "H", "H"],
  "positions_angstrom": [[2.91903, -0.60602, 0.51157], [2.73797, 0.75238, -0.24949], [4.18384, 1.19970, -1.27055], [1.45454, 0.87061, -1.16394], [1.50494, -0.21224, -2.64483], [0.09060, 0.77692, -0.39737], [-0.55690, -0.52825, -0.01436], [0.05762, -1.86395, -0.28827], [-0.64229, -3.08505, 0.09220], [-1.96177, -3.08865, 0.77274], [-2.57605, -1.80780, 1.08715], [-1.88562, -0.56824, 0.68029], [-2.50541, 0.75242, 1.00033], [-4.06796, 0.91921, 1.86668], [-1.82079, 1.95577, 0.61423], [-0.56540, 1.93630, -0.04606], [-0.03313, 3.23000, -0.31305], [-0.62464, 3.61942, -1.37098], [-1.37179, 4.02724, -2.69985], [3.77957, -0.48699, 1.23422], [3.16391, -1.45623, -0.17826], [2.00648, -0.77101, 1.14113], [2.65621, 1.56887, 0.52985], [1.48972, 1.91074, -1.60400], [1.05279, -1.97719, -0.76539], [-0.15742, -4.06752, -0.13713], [-2.52986, -4.00530, 1.07028], [-3.55358, -1.70894, 1.62810], [-2.30843, 2.93297, 0.84608]],
  "gap_ev": 7.625,
  "charge": 1,
  "smiles": "C[C@@H](Cl)[C@@H](Cl)c1c2ccccc2c(Cl)c[n+]1N=C=S"
}

***

{
  "formula": "C13H10N2O4RhS",
  "method": "ωB97M-V with the def2-TZVPD basis set",
  "elements": ["Rh", "O", "C", "C", "O", "C", "O", "C", "O", "C", "H", "H", "C", "H", "H", "N", "C", "N", "C", "C", "C", "C", "C", "C", "S", "H", "H", "H", "H", "H", "H"],
  "positions_angstrom": [[0.11007, 0.55606, -0.82597], [0.45639, -2.20787, -2.33645], [0.36558, -1.16550, -1.85196], [0.12597, 2.52614, -0.40505], [0.23238, 3.56841, 0.09027], [-1.62715, 0.68069, -1.87730], [-2.62921, 0.57723, -2.39835], [2.12816, 0.71532, -0.69612], [3.26309, 0.78877, -0.56229], [1.01943, 1.16924, -3.94150], [1.93601, 0.57251, -3.78692], [0.16651, 0.56589, -4.30062], [0.88191, 2.41013, -3.49057], [-0.10702, 2.89818, -3.39824], [1.66944, 2.91974, -2.90468], [-2.49458, 1.62918, 0.81727], [-1.78529, 0.61713, 1.34089], [-0.69329, 0.06094, 0.80903], [-0.13779, -0.97421, 1.57056], [1.00402, -1.73092, 1.29014], [1.34285, -2.75286, 2.18539], [0.57210, -2.99437, 3.33086], [-0.56263, -2.20710, 3.59953], [-0.91307, -1.19482, 2.71119], [-2.28292, -0.08799, 2.81352], [-3.29992, 1.96937, 1.34714], [-2.24450, 2.13710, -0.01394], [1.61070, -1.52848, 0.40335], [2.22345, -3.36317, 1.98178], [0.85402, -3.79710, 4.02055], [-1.18475, -2.35765, 4.47851]],
  "gap_ev": [7.911, 4.788],
  "charge": 3,
  "multiplicity": 5
}

***

{
  "formula": "C13H10N3O4OsS4",
  "method": "ωB97M-V with the def2-TZVPD basis set",
  "elements": ["Os", "S", "C", "S", "C", "C", "N", "C", "N", "O", "C", "N", "S", "O", "O", "C", "C", "C", "C", "C", "C", "H", "H", "H", "H", "C", "S", "C", "O", "H", "H", "H", "H", "H", "H"],
  "positions_angstrom": [[0.51309, -1.64679, -0.39754], [2.67014, -1.11235, 0.14686], [2.67666, -2.45175, 1.27283], [1.21170, -3.32104, 1.04596], [3.68514, -2.72778, 2.12627], [4.77477, -1.80888, 2.12834], [5.56581, -0.98282, 2.05195], [3.66876, -3.91071, 2.94243], [3.61059, -4.88424, 3.55340], [-0.61277, 0.38215, 0.91864], [-0.22034, 0.94353, -0.11058], [0.20353, 0.21693, -1.17328], [0.91981, 1.16232, -2.40927], [2.30197, 0.79861, -2.40868], [0.11524, 1.07889, -3.58480], [0.59817, 2.66548, -1.49970], [0.90536, 3.95463, -1.86061], [0.60298, 4.97084, -0.93309], [-0.07147, 4.68238, 0.26080], [-0.38395, 3.36728, 0.57666], [-0.03951, 2.39260, -0.30704], [1.36869, 4.19198, -2.80832], [0.96110, 5.97182, -1.18972], [-0.34496, 5.44424, 0.97842], [-0.81966, 3.12825, 1.55495], [-3.52863, -3.61583, 0.29162], [-2.57352, -2.10172, 0.46201], [-3.64537, -0.86819, -0.34806], [-1.45662, -2.33661, -0.59469], [-4.42324, -3.53058, 0.90141], [-2.90962, -4.46892, 0.62242], [-3.81662, -3.71451, -0.75203], [-4.43338, -0.60619, 0.33669], [-4.04153, -1.29493, -1.27382], [-3.03233, 0.03190, -0.52042]],
  "gap_ev": [8.928, 6.421],
  "charge": 1,
  "multiplicity": 5
}

***

The maximum force results, record by record, are as follows: 2.5, 2.9, 7.1, 1.4 eV/Å.